[1]
Below is 2 unconnected molecules or ions with the total composition C4H9O, with properties calculated with the ωB97M-V functional and the def2-TZVPD basis.

The value obtained for the total energy is -232.94093 Ha. The calculation puts the energy above the lowest of the compared OMol25 structures with the same formula, charge and spin at 204.8 kJ/mol. For the frontier orbital gap, the calculation gives 5.776 eV. The net charge is -1. Its LUMO energy is 3.8175 eV.

CARTESIAN COORDINATES (ANGSTROEM)
C (1.343, -0.889, 2.526)
O (1.251, -1.563, 1.290)
H (1.325, -1.478, 3.508)
H (0.578, -0.144, 2.592)
H (2.114, -0.158, 2.689)
C (-0.566, 0.277, -0.380)
C (-0.518, 1.055, -1.621)
C (-1.634, 1.195, -2.440)
H (0.024, 0.927, 0.332)
H (-0.280, -0.770, -0.295)
H (-1.634, 0.269, -0.142)
H (0.423, 1.555, -2.185)
H (-1.795, 1.679, -3.378)
H (-2.508, 0.786, -1.947)


[2]
Below is 2 unconnected molecules or ions with the total composition H2NO4P, with properties calculated with the ωB97M-V functional and the def2-TZVPD basis.

The value obtained for the total energy is -698.16792 Ha. The calculation puts the energy above the lowest of the compared OMol25 structures with the same formula, charge and spin at 287.4 kJ/mol. For the frontier orbital gap, the calculation gives 9.651 eV. Its LUMO energy is -0.8397 eV.

CARTESIAN COORDINATES (ANGSTROEM)
N (-3.895, -0.716, -0.268)
O (-5.056, -0.737, -0.760)
O (-3.250, -1.659, 0.050)
O (-4.654, 1.463, 1.051)
O (-0.296, -0.526, 0.210)
P (-4.360, 1.254, -0.338)
H (0.224, -0.158, 1.008)
H (-0.828, -1.220, 0.511)


[3]
Below is a single C5H4 molecule, with properties calculated with the ωB97M-V functional and the def2-TZVPD basis.

The value obtained for the total energy is -192.74798 Ha. The calculation puts the energy above the lowest of the compared OMol25 structures with the same formula, charge and spin at 121.2 kJ/mol. For the frontier orbital gap, the calculation gives 10.578 eV. As for the SMILES: C#CCC#C. Its LUMO energy is 0.8797 eV.

CARTESIAN COORDINATES (ANGSTROEM)
C (-0.990, -2.020, 0.465)
C (-0.750, -0.959, -0.057)
C (0.117, 0.006, -0.721)
C (0.507, 1.200, 0.059)
C (0.831, 2.180, 0.687)
H (-1.564, -2.818, 0.854)
H (0.789, -0.877, -0.790)
H (-0.104, 0.267, -1.762)
H (1.164, 3.022, 1.266)


[4]
Below is 2 unconnected molecules or ions with the total composition C4H4O, with properties calculated with the ωB97M-V functional and the def2-TZVPD basis.

The value obtained for the total energy is -229.86714 Ha. The calculation puts the energy above the lowest of the compared OMol25 structures with the same formula, charge and spin at 422.2 kJ/mol. For the frontier orbital gap, the calculation gives 10.121 eV. As for the SMILES: C1=CC=1.C=O. Its LUMO energy is 0.8358 eV.

CARTESIAN COORDINATES (ANGSTROEM)
C (-1.501, 0.809, -0.136)
C (-1.182, -0.362, 0.609)
C (-1.952, -0.498, -0.483)
H (-0.697, -0.866, 1.413)
H (-2.485, -1.167, -1.117)
C (1.954, 0.522, -0.071)
O (2.221, -0.642, -0.130)
H (1.131, 0.911, 0.545)
H (2.511, 1.293, -0.629)


[5]
Below is a molecular structure, C38H62MnN2O3, with properties calculated with the ωB97M-V functional and the def2-TZVPD basis.

The value obtained for the total energy is -2971.26348 Ha. The calculation puts the energy above the lowest of the compared OMol25 structures with the same formula, charge and spin at 32.7 kJ/mol. For the frontier orbital gap (spin up / spin down), the calculation gives 6.032 / 7.796 eV. The net charge is +1. Its LUMO energy (spin up / spin down) is -4.3892 / -2.6553 eV. As for the multiplicity: 5.

CARTESIAN COORDINATES (ANGSTROEM)
Mn (0.079, -0.362, -0.244)
C (-1.093, -0.232, 2.749)
N (0.190, 0.148, 2.129)
C (1.275, -0.570, 2.817)
C (0.412, 1.606, 2.223)
C (0.946, 2.174, 0.911)
N (0.112, 1.742, -0.228)
C (0.697, 2.134, -1.537)
C (2.134, 1.747, -1.777)
C (2.868, 2.577, -2.607)
C (4.188, 2.302, -2.930)
C (4.768, 1.221, -2.277)
C (4.087, 0.374, -1.410)
C (2.695, 0.573, -1.239)
O (1.911, -0.306, -0.586)
C (4.857, -0.730, -0.679)
C (6.376, -0.580, -0.817)
C (4.530, -0.671, 0.821)
C (4.468, -2.104, -1.237)
C (4.936, 3.182, -3.926)
C (5.093, 4.595, -3.343)
C (4.140, 3.252, -5.239)
C (6.327, 2.629, -4.244)
C (-1.236, 2.358, -0.109)
C (-2.242, 1.943, -1.141)
C (-2.933, 2.894, -1.862)
C (-3.981, 2.537, -2.706)
C (-4.352, 1.200, -2.699)
C (-3.706, 0.207, -1.962)
C (-2.546, 0.572, -1.248)
O (-1.704, -0.311, -0.691)
C (-4.271, -1.222, -1.973)
C (-4.176, -1.878, -0.584)
C (-3.507, -2.040, -3.026)
C (-5.763, -1.219, -2.338)
C (-4.691, 3.607, -3.528)
C (-3.664, 4.323, -4.420)
C (-5.776, 3.014, -4.428)
C (-5.352, 4.617, -2.576)
H (-1.138, 0.099, 3.792)
H (-1.196, -1.316, 2.723)
H (-1.926, 0.204, 2.197)
H (1.250, -0.368, 3.894)
H (2.240, -0.257, 2.427)
H (1.163, -1.643, 2.662)
H (1.131, 1.835, 3.012)
H (-0.522, 2.091, 2.500)
H (1.965, 1.827, 0.746)
H (0.963, 3.267, 0.962)
H (0.629, 3.223, -1.626)
H (0.046, 1.714, -2.312)
H (2.379, 3.455, -3.014)
H (5.816, 1.026, -2.443)
H (6.721, 0.401, -0.489)
H (6.711, -0.757, -1.840)
H (6.851, -1.332, -0.185)
H (4.819, 0.299, 1.233)
H (5.073, -1.450, 1.360)
H (3.466, -0.820, 0.976)
H (4.661, -2.149, -2.310)
H (3.413, -2.294, -1.060)
H (5.051, -2.888, -0.747)
H (4.123, 5.055, -3.149)
H (5.636, 5.231, -4.045)
H (5.651, 4.562, -2.406)
H (3.154, 3.694, -5.093)
H (4.006, 2.252, -5.656)
H (4.676, 3.861, -5.968)
H (6.970, 2.628, -3.362)
H (6.802, 3.257, -4.999)
H (6.266, 1.613, -4.640)
H (-1.121, 3.446, -0.130)
H (-1.640, 2.082, 0.865)
H (-2.654, 3.935, -1.744)
H (-5.201, 0.900, -3.297)
H (-3.150, -2.021, -0.263)
H (-4.671, -2.851, -0.597)
H (-4.682, -1.252, 0.155)
H (-2.431, -1.920, -2.903)
H (-3.764, -1.694, -4.028)
H (-3.757, -3.102, -2.953)
H (-6.312, -0.502, -1.725)
H (-6.181, -2.210, -2.156)
H (-5.932, -0.981, -3.388)
H (-3.161, 3.606, -5.070)
H (-2.906, 4.840, -3.830)
H (-4.163, 5.064, -5.047)
H (-5.359, 2.283, -5.125)
H (-6.234, 3.813, -5.011)
H (-6.562, 2.536, -3.841)
H (-4.616, 5.137, -1.963)
H (-6.049, 4.105, -1.910)
H (-5.906, 5.367, -3.144)
C (-0.005, -4.437, -1.460)
C (1.430, -4.084, -1.023)
C (1.204, -3.291, 0.254)
O (0.026, -2.514, -0.042)
C (-0.882, -3.406, -0.731)
H (-0.274, -5.446, -1.154)
H (-0.117, -4.368, -2.539)
H (1.900, -3.446, -1.770)
H (2.062, -4.954, -0.864)
H (2.010, -2.613, 0.527)
H (0.980, -3.958, 1.093)
H (-1.499, -2.805, -1.389)
H (-1.521, -3.889, 0.010)


[6]
Below is 13 unconnected molecules or ions with the total composition C19H67O22P3, with properties calculated with the ωB97M-V functional and the def2-TZVPD basis.

The value obtained for the total energy is -3443.51527 Ha. The calculation puts the energy above the lowest of the compared OMol25 structures with the same formula, charge and spin at 0.0 kJ/mol. For the frontier orbital gap, the calculation gives 9.434 eV. Its LUMO energy is 0.0645 eV.

CARTESIAN COORDINATES (ANGSTROEM)
C (9.595, -16.385, 25.563)
O (8.428, -15.655, 25.730)
H (10.010, -16.854, 26.455)
H (9.612, -17.129, 24.760)
H (10.443, -15.730, 25.292)
H (7.926, -15.432, 24.946)
C (8.359, -8.439, 32.954)
O (8.614, -9.486, 32.047)
H (8.178, -7.529, 32.370)
H (7.418, -8.572, 33.512)
H (9.119, -8.383, 33.728)
H (7.794, -9.774, 31.598)
C (12.015, -7.188, 22.500)
O (10.615, -6.985, 22.682)
H (12.209, -7.495, 21.469)
H (12.494, -6.261, 22.805)
H (12.421, -7.977, 23.146)
H (10.192, -7.840, 22.516)
C (12.932, -14.930, 27.280)
O (14.029, -14.955, 28.204)
H (13.239, -14.299, 26.438)
H (12.855, -15.970, 26.982)
H (12.049, -14.461, 27.716)
H (14.282, -14.049, 28.427)
C (8.858, -13.515, 21.814)
O (9.170, -14.297, 22.977)
H (8.112, -14.035, 21.219)
H (8.578, -12.515, 22.136)
H (9.785, -13.353, 21.256)
H (9.560, -15.131, 22.700)
C (7.924, -9.469, 23.403)
O (9.310, -9.614, 23.241)
H (7.691, -8.619, 24.045)
H (7.436, -9.295, 22.438)
H (7.436, -10.406, 23.699)
H (9.822, -9.553, 24.053)
C (7.656, -13.706, 29.132)
O (7.717, -15.013, 28.531)
H (6.727, -13.666, 29.692)
H (8.569, -13.624, 29.728)
H (7.656, -12.883, 28.414)
H (8.114, -14.912, 27.659)
C (11.806, -7.048, 30.744)
O (11.255, -5.764, 30.425)
H (12.856, -6.870, 30.994)
H (11.279, -7.604, 31.519)
H (11.679, -7.703, 29.870)
H (11.631, -5.514, 29.580)
C (13.940, -11.183, 23.102)
O (15.036, -10.608, 23.827)
H (13.380, -10.378, 22.639)
H (14.367, -11.856, 22.354)
H (13.317, -11.815, 23.739)
H (15.450, -11.296, 24.354)
C (14.610, -11.400, 28.529)
O (15.470, -12.514, 28.647)
H (14.822, -10.678, 29.330)
H (14.700, -10.920, 27.554)
H (13.565, -11.622, 28.753)
H (16.360, -12.276, 28.378)
C (12.818, -13.191, 36.177)
O (13.021, -13.662, 34.863)
P (14.170, -13.182, 33.897)
O (15.530, -13.607, 34.251)
O (13.571, -13.712, 32.550)
C (14.137, -13.342, 31.284)
O (13.962, -11.597, 33.839)
C (14.998, -10.738, 34.344)
H (12.678, -13.988, 36.901)
H (11.993, -12.477, 36.125)
H (13.652, -12.594, 36.571)
H (13.327, -13.151, 30.591)
H (14.832, -14.102, 30.944)
H (14.713, -12.427, 31.435)
H (15.574, -11.255, 35.107)
H (14.525, -9.928, 34.910)
H (15.504, -10.269, 33.506)
C (12.628, -9.202, 26.082)
O (11.210, -9.492, 25.989)
P (10.540, -10.632, 26.898)
O (9.098, -10.702, 26.736)
O (11.346, -11.952, 26.519)
C (11.041, -12.593, 25.280)
O (10.996, -10.258, 28.375)
C (10.537, -10.987, 29.535)
H (12.612, -8.172, 26.443)
H (13.086, -9.262, 25.102)
H (13.098, -9.789, 26.864)
H (10.936, -11.836, 24.494)
H (10.118, -13.171, 25.262)
H (11.876, -13.218, 24.973)
H (10.383, -10.208, 30.279)
H (11.219, -11.783, 29.832)
H (9.560, -11.439, 29.345)
C (3.664, -9.200, 30.761)
O (4.178, -10.343, 30.121)
P (5.678, -10.317, 29.554)
O (6.707, -10.683, 30.529)
O (5.633, -11.292, 28.324)
C (4.802, -11.046, 27.204)
O (5.807, -8.819, 29.012)
C (7.068, -8.411, 28.508)
H (4.379, -8.453, 31.109)
H (3.007, -9.454, 31.592)
H (3.000, -8.616, 30.112)
H (4.020, -11.808, 27.171)
H (5.326, -11.197, 26.254)
H (4.436, -10.020, 27.159)
H (7.046, -8.039, 27.481)
H (7.811, -9.206, 28.566)
H (7.460, -7.540, 29.039)